# 1
Molecular formula: C3H3NOS2
Method: DFT, ωB97M-V/def2-TZVPD

Properties
- LUMO level (spin up / spin down): -0.5 / -0.5 eV
- Relative energy (zero: lowest compared OMol25 entry of this formula, charge and spin): 326.5 kJ/mol
- Multiplicity: 1
- Frontier orbital gap (spin up / spin down): 8.278 / 8.277 eV

Last columns: bonded neighbours and bond lengths (Å).
Positions of all 10 atoms, in Å:
1 C -0.108 -0.415 2.004  N4 1.275, S6 1.795, H8 1.114
2 C -0.513 1.039 -0.234  C3 1.400, O5 1.159
3 C -0.162 -0.258 -0.626  C2 1.400, S6 1.771, S7 1.901, H9 1.118
4 N -0.211 0.847 1.854  C1 1.275
5 O -0.695 2.128 -0.587  C2 1.159
6 S -0.362 -1.513 0.607  C1 1.795, C3 1.771
7 S 1.474 -0.054 -1.574  C3 1.901, H10 1.310
8 H 0.182 -0.955 2.935  C1 1.114
9 H -0.667 -0.539 -1.583  C3 1.118
10 H 1.062 -0.280 -2.796  S7 1.310

Here are the natural (NBO) charges for atoms 1 to 6, given in e: -0.140, 0.761, -0.668, -0.489, -0.406, 0.263

***

# 2
Molecular formula: C19H29N5O2
Method: DFT, ωB97M-V/def2-TZVPD

Properties
- LUMO level: 0.7 eV
- Relative energy (zero: lowest compared OMol25 entry of this formula, charge and spin): 5.9 kJ/mol
- Multiplicity: 1
- Frontier orbital gap: 8.690 eV
- Structure (SMILES): CNC(=O)[C@H](CC(C)C)NC(C)=O.Cn1nc(-c2ccccc2)cc1N

Last columns: bonded neighbours and bond lengths (Å).
Positions of all 55 atoms, in Å:
1 O -0.595 -5.265 -0.673  C4 1.224
2 O 0.548 -1.033 -2.568  C5 1.226
3 N -1.435 5.611 1.239  C6 1.316, N17 1.363
4 C 0.197 -5.080 -1.588  O1 1.224, N18 1.332, C19 1.510
5 C -0.014 -1.642 -1.665  O2 1.226, N16 1.337, C26 1.542
6 C -1.471 4.403 0.720  N3 1.316, C7 1.452, C14 1.474
7 C -2.444 4.357 -0.357  C6 1.452, C8 1.349, H27 1.081
8 C -2.972 5.596 -0.441  C7 1.349, N15 1.386, N17 1.389
9 C 1.010 1.169 2.071  C10 1.396, C11 1.396, H28 1.086
10 C 1.307 2.484 2.432  C9 1.396, C12 1.399, H29 1.086
11 C -0.101 0.905 1.267  C9 1.396, C13 1.400, H30 1.084
12 C 0.492 3.532 1.992  C10 1.399, C14 1.406, H31 1.087
13 C -0.911 1.954 0.818  C11 1.400, C14 1.407, H32 1.085
14 C -0.626 3.284 1.175  C6 1.474, C12 1.406, C13 1.407
15 N -3.933 5.980 -1.362  C8 1.386, H33 1.018, H34 1.018
16 N -1.280 -1.340 -1.359  C5 1.337, C20 1.464, H35 1.008
17 N -2.354 6.347 0.550  N3 1.363, C8 1.389, C21 1.465
18 N 0.863 -3.940 -1.762  C4 1.332, C26 1.466, H36 1.007
19 C 0.465 -6.177 -2.592  C4 1.510, H37 1.088, H38 1.089, H39 1.088
20 C -2.153 -2.029 -0.407  N16 1.464, H40 1.091, H41 1.091, H42 1.093
21 C -2.675 7.740 0.870  N17 1.465, H43 1.093, H44 1.094, H45 1.093
22 C 4.311 -2.806 0.709  C24 1.529, H46 1.090, H47 1.090, H48 1.090
23 C 2.254 -3.870 1.586  C24 1.530, H49 1.090, H50 1.089, H51 1.090
24 C 2.948 -3.376 0.315  C22 1.529, C23 1.530, C25 1.543, H52 1.090
25 C 2.130 -2.304 -0.434  C24 1.543, C26 1.544, H53 1.091, H54 1.091
26 C 0.731 -2.758 -0.905  C5 1.542, N18 1.466, C25 1.544, H55 1.088
27 H -2.685 3.504 -0.976  C7 1.081
28 H 1.639 0.354 2.418  C9 1.086
29 H 2.167 2.697 3.060  C10 1.086
30 H -0.332 -0.118 0.994  C11 1.084
31 H 0.732 4.551 2.283  C12 1.087
32 H -1.771 1.723 0.198  C13 1.085
33 H -4.067 6.976 -1.524  N15 1.018
34 H -4.123 5.341 -2.131  N15 1.018
35 H -1.676 -0.589 -1.904  N16 1.008
36 H 1.466 -3.861 -2.565  N18 1.007
37 H 0.099 -5.867 -3.568  C19 1.088
38 H -0.054 -7.080 -2.274  C19 1.089
39 H 1.535 -6.370 -2.639  C19 1.088
40 H -1.806 -1.866 0.615  C20 1.091
41 H -3.172 -1.650 -0.499  C20 1.091
42 H -2.160 -3.102 -0.613  C20 1.093
43 H -2.542 8.371 -0.013  C21 1.093
44 H -2.016 8.106 1.662  C21 1.094
45 H -3.710 7.815 1.214  C21 1.093
46 H 4.184 -1.968 1.394  C22 1.090
47 H 4.839 -2.465 -0.182  C22 1.090
48 H 4.908 -3.580 1.192  C22 1.090
49 H 1.329 -4.387 1.330  C23 1.090
50 H 2.032 -3.032 2.245  C23 1.089
51 H 2.899 -4.576 2.108  C23 1.090
52 H 3.120 -4.229 -0.343  C24 1.090
53 H 2.010 -1.436 0.214  C25 1.091
54 H 2.703 -1.987 -1.307  C25 1.091
55 H 0.156 -3.014 -0.017  C26 1.088

Here are the natural (NBO) charges for atoms 1 to 6, given in e: -0.651, -0.637, -0.276, 0.678, 0.675, 0.135

***

# 3
Molecular formula: C4H4ClF
Method: DFT, ωB97M-V/def2-TZVPD

Properties
- LUMO level: 0.7 eV
- Relative energy (zero: lowest compared OMol25 entry of this formula, charge and spin): 80.3 kJ/mol
- Multiplicity: 1
- Frontier orbital gap: 11.016 eV
- Structure (SMILES): FCC#CCCl

Last columns: bonded neighbours and bond lengths (Å).
Positions of all 10 atoms, in Å:
1 C -1.678 -0.599 -1.728  C2 1.453, H5 1.113, H6 1.088, F9 1.399
2 C -0.765 -0.429 -0.611  C1 1.453, C3 1.210
3 C -0.002 -0.264 0.314  C2 1.210, C4 1.442
4 C 0.952 -0.058 1.375  C3 1.442, H7 1.101, H8 1.063, Cl10 1.810
5 H -2.561 0.074 -1.640  C1 1.113
6 H -1.161 -0.437 -2.672  C1 1.088
7 H 1.830 -0.712 1.253  C4 1.101
8 H 0.585 -0.130 2.370  C4 1.063
9 F -2.194 -1.897 -1.802  C1 1.399
10 Cl 1.766 1.552 1.224  C4 1.810

Here are the natural (NBO) charges for atoms 1 to 6, given in e: -0.018, -0.015, -0.009, -0.424, 0.198, 0.198